[1]
18
Properties=species:S:1:pos:R:3:forces:R:3:mulliken_charge:R:1 method="wB97M-V/def2-TZVPD" charge=0 multiplicity=1 de_lowest_kcal_mol=0.0 lumo_ev=-0.77 total_energy_ev=-18960.9195 homo_energy_ev=-10.115
C 1.4530 -1.0161 -0.2417 -4.690 1.281 -0.307 0.38
C -0.3155 -0.6986 0.1483 4.264 -1.833 -1.003 0.91
C 2.2107 0.2653 -0.0656 0.443 -1.125 1.108 0.27
C 0.0390 1.6958 0.0292 1.338 -2.465 1.523 0.41
C -1.1458 -1.9208 0.2894 2.208 3.721 -0.832 0.12
C -2.2670 0.7300 0.0110 1.081 -0.040 -1.510 -0.90
N 1.7199 -2.1078 -0.7829 1.949 0.461 -0.268 -0.55
N 1.4308 1.3776 0.2667 1.949 -0.014 -1.167 -0.16
N -0.7819 0.6007 0.0639 -0.553 -0.763 -0.462 0.00
O -1.9046 -2.6514 -0.1557 -2.617 -3.237 -1.188 -0.46
O 3.4292 0.2479 -0.0168 -1.164 0.631 -0.392 -0.56
O -0.3598 2.7976 0.0369 -0.572 2.500 -0.527 -0.52
O -0.6750 -1.4565 1.3905 0.435 -0.180 2.683 -0.42
H -2.5252 1.2068 -0.9650 -0.071 0.031 1.060 0.33
H -2.6164 1.2410 0.8955 -0.314 0.154 -0.047 0.31
H -2.6020 -0.3073 -0.0639 -0.468 0.507 0.282 0.28
H 2.7497 -2.1156 -1.1118 -1.735 -0.026 0.815 0.31
H 2.1611 2.1114 0.2721 -1.482 0.396 0.232 0.29

[2]
36
Properties=species:S:1:pos:R:3:forces:R:3:mulliken_charge:R:1 method="wB97M-V/def2-TZVPD" s_squared=2.03 charge=-1 multiplicity=3 de_lowest_kcal_mol=20.0 lumo_ev="2.38 / 2.36" total_energy_ev=-47577.4882 homo_energy_ev="-0.816 / -1.066"
C 3.1802 -1.5584 -1.1892 0.413 -0.703 0.556 -0.05
C 4.0616 -1.3444 -2.2292 -0.338 0.335 -0.698 -0.57
C 3.8201 -0.4337 -3.2846 0.540 0.004 -0.390 -0.04
C 2.6498 0.3454 -3.4431 0.363 -0.436 0.090 -0.40
C 1.5986 0.3345 -2.5491 -0.402 0.617 -0.459 -0.28
Ti 1.5051 -0.5299 -0.7263 0.093 -0.541 0.162 -0.82
P 1.5044 -1.5335 1.4707 0.425 0.323 -0.654 -0.05
H 3.4741 -2.3755 -0.5095 0.450 -0.114 -0.061 0.14
H 4.9784 -1.9441 -2.2858 0.035 0.133 -0.160 0.23
H 4.5751 -0.3734 -4.0789 -0.141 0.023 0.190 0.23
H 0.7222 0.9183 -2.8758 -0.015 0.248 -0.367 0.22
H 2.5667 0.9426 -4.3597 0.197 -0.074 -0.031 0.22
H 1.5098 -0.6847 2.6053 -0.166 -0.390 0.483 -0.05
H 2.5987 -2.3763 1.7848 -0.123 -0.085 0.356 0.02
H 0.4275 -2.3878 1.8165 -0.135 -0.327 0.784 -0.01
C -0.3468 2.6580 1.5841 0.745 -0.555 -0.022 -0.97
N -1.4948 1.7708 1.3219 -0.116 -1.096 -0.274 0.19
C -2.6713 2.0683 2.1264 -0.363 -0.102 0.368 -1.12
C -1.2638 0.5722 0.4997 -0.175 1.250 -0.687 0.06
N -0.2272 0.6166 -0.3241 -2.863 -0.504 1.460 -0.35
N -2.1446 -0.6091 0.4980 1.127 2.757 1.062 0.38
C -3.4963 -0.6867 1.0532 -0.583 -0.557 -0.469 -1.09
C -1.7984 -1.7529 -0.3355 0.035 -0.046 -0.715 -1.04
H -0.5404 3.4161 2.3706 -0.406 -0.653 -0.498 0.34
H -0.0469 3.2214 0.6840 0.064 -0.292 0.282 0.31
H 0.5022 2.0456 1.9669 -0.283 0.478 -0.548 0.27
H -3.5472 2.2563 1.4727 0.166 -0.465 0.531 0.33
H -2.8233 1.2821 2.8978 -0.396 0.365 -0.559 0.37
H -2.5721 3.0028 2.7218 0.422 -0.533 -0.664 0.35
H 0.2077 1.5222 -0.5242 -0.431 -0.092 0.444 0.26
H -4.2243 -0.8606 0.2258 0.501 -0.259 0.338 0.40
H -3.5819 -1.5230 1.7778 0.084 0.334 -0.402 0.29
H -3.9261 0.1839 1.5243 0.650 0.274 0.133 0.34
H -1.6623 -1.4209 -1.3840 0.209 -0.246 0.427 0.33
H -0.8957 -2.2512 0.0361 -0.077 0.127 -0.259 0.20
H -2.6190 -2.5114 -0.3396 0.495 0.804 0.247 0.37

[3]
132
Properties=species:S:1:pos:R:3:forces:R:3:mulliken_charge:R:1 method="wB97M-V/def2-TZVPD" charge=0 multiplicity=1 lumo_ev=0.30 total_energy_ev=-81163.1858 homo_energy_ev=-10.094
C 3.2139 1.1542 0.0889 -0.724 -0.122 -0.165 -0.36
O 3.3652 0.1211 -0.8595 0.290 0.094 -0.324 -0.21
C 3.0089 -1.1338 -0.3519 0.154 0.117 -0.614 -1.61
C 1.5306 -1.4041 -0.4894 -0.231 0.711 1.183 2.07
O 1.1892 -2.5418 0.3269 0.632 -0.241 0.004 -0.44
C 0.9796 -3.5532 -0.5651 -0.088 1.239 0.864 0.47
O 1.2947 -4.6678 -0.4004 -0.036 -1.843 0.376 -0.58
O 0.3818 -3.0314 -1.6165 -0.765 0.068 -1.949 -0.44
C 1.0281 -1.7519 -1.8838 0.994 -0.776 0.220 1.56
C 0.2098 -0.7733 -2.6640 -1.106 -0.247 1.104 -1.71
C 0.2705 0.6442 -2.1397 -0.509 0.378 -0.199 -0.26
C -0.9391 1.1620 -1.3424 0.962 -0.495 0.397 -1.06
C -1.5299 0.2330 -0.2733 -0.110 0.373 -0.294 -0.34
S -1.0623 0.7824 1.3382 0.575 0.405 0.754 0.50
O -1.9033 1.7784 1.8647 -2.167 0.613 0.251 -0.55
O 0.3011 1.1750 1.3658 1.590 -0.488 -0.601 -0.78
O -1.2056 -0.4967 2.2731 -0.239 -0.310 -0.769 -0.09
H 2.1676 1.3435 0.2866 -0.264 0.092 0.156 -0.06
H 3.6808 0.9092 1.0296 0.434 -0.115 0.408 0.42
H 3.6231 2.0487 -0.3242 0.512 0.557 -0.293 0.22
H 3.2913 -1.1937 0.6819 0.080 -0.245 0.745 0.49
H 3.5595 -1.8570 -0.9229 0.384 -0.530 -0.266 0.44
H 1.0418 -0.5768 -0.0160 -0.489 0.565 -0.061 -1.46
H 1.8922 -2.0361 -2.4673 0.526 0.147 -0.270 0.26
H 0.4254 -0.8485 -3.7033 0.441 0.022 -0.771 0.54
H -0.8105 -1.1068 -2.5787 -0.690 -0.310 -0.082 0.44
H 0.3434 1.2747 -3.0023 0.089 0.639 -0.441 0.61
H 1.1590 0.8333 -1.5772 0.664 -0.013 0.257 -0.11
H -1.6962 1.5239 -1.9980 -0.748 -0.031 -0.498 0.46
H -0.5842 2.0330 -0.8242 0.078 0.689 0.128 0.27
H -2.5985 0.2746 -0.3291 -0.722 0.031 0.298 0.72
H -1.2828 -0.8086 -0.3508 0.424 -0.592 -0.213 0.10
H -0.6791 -1.1905 1.8363 0.024 -0.293 0.446 0.28
C -0.9221 -3.3183 4.3709 -0.042 -0.044 0.072 -0.67
C -1.9004 -4.4093 3.9794 0.396 0.011 -0.207 -0.18
O -1.9601 -4.5501 2.5602 -0.222 0.081 -0.040 -0.46
H -1.2175 -2.3773 3.9122 -0.111 0.102 0.109 -0.11
H -0.9034 -3.1990 5.4548 0.072 0.082 0.005 0.37
H 0.0920 -3.5374 4.0278 -0.003 -0.145 0.063 0.37
H -2.9030 -4.1535 4.3193 -0.061 -0.044 -0.098 0.19
H -1.6234 -5.3717 4.4212 -0.039 0.056 0.134 0.30
H -1.0799 -4.7943 2.2581 0.025 -0.070 -0.055 0.25
C 0.9462 5.4248 -2.4371 -0.260 -0.140 -0.118 -0.69
C -0.4224 5.3517 -3.0890 0.067 0.078 0.422 -0.47
O -1.3254 4.5655 -2.3092 -0.039 -0.172 -0.212 -0.46
H 1.3545 4.4227 -2.3040 0.052 -0.009 -0.046 0.15
H 1.6428 6.0064 -3.0344 0.036 0.046 0.018 0.27
H 0.8788 5.8799 -1.4473 0.028 0.100 -0.026 0.31
H -0.3570 4.8772 -4.0665 -0.098 -0.057 -0.008 0.30
H -0.8413 6.3549 -3.2218 0.053 0.005 -0.115 0.32
H -1.4050 4.9769 -1.4442 0.000 0.027 0.043 0.27
C -0.5599 -5.0277 -4.9536 -0.032 -0.066 -0.045 -0.87
C 0.8456 -4.7160 -5.4173 -0.087 0.011 0.325 -0.38
O 1.2709 -3.4605 -4.8905 0.172 0.110 -0.160 -0.44
H -1.2399 -4.2358 -5.2650 0.008 0.015 -0.061 0.24
H -0.9126 -5.9771 -5.3606 -0.005 -0.015 0.021 0.41
H -0.5974 -5.0783 -3.8646 0.038 -0.056 0.013 0.19
H 0.8860 -4.6380 -6.5019 0.084 0.103 -0.023 0.31
H 1.5430 -5.5000 -5.1028 -0.028 -0.047 -0.088 0.30
H 1.2517 -3.5262 -3.9299 -0.130 -0.090 0.041 0.16
C -0.7358 1.7974 4.9677 -0.040 -0.006 0.253 0.39
C 0.4326 2.7231 5.2434 0.078 -0.176 -0.232 -0.56
O 1.6296 1.9914 5.5008 -0.053 0.090 0.150 -0.55
H -0.9018 1.1299 5.8159 0.010 0.055 0.056 0.30
H -1.6500 2.3646 4.7792 0.008 -0.010 -0.080 -0.05
H -0.5316 1.1756 4.1001 -0.024 0.020 -0.074 -0.41
H 0.2416 3.3349 6.1235 0.093 -0.006 0.050 0.32
H 0.5977 3.3897 4.3901 -0.116 0.081 0.036 0.30
H 1.8134 1.4590 4.7216 0.023 -0.026 -0.036 0.31
C -4.6552 -4.7490 -2.5383 -0.084 0.072 -0.130 -1.32
C -3.2487 -4.4406 -3.0024 -0.042 0.049 0.367 -0.08
O -2.7902 -3.1914 -2.4791 -0.034 0.032 -0.197 -0.33
H -5.3394 -3.9591 -2.8485 -0.006 -0.010 -0.059 0.32
H -5.0064 -5.6978 -2.9461 0.005 -0.013 0.021 0.38
H -4.6920 -4.8043 -1.4541 -0.021 -0.106 0.218 0.33
H -3.2162 -4.3680 -4.0863 0.087 0.119 -0.019 0.28
H -2.5571 -5.2288 -2.6897 -0.056 -0.093 -0.106 0.25
H -2.8057 -3.2650 -1.5197 0.026 -0.014 0.012 0.20
C -5.6907 -5.2541 3.1918 -0.019 0.078 -0.046 -1.05
C -6.3185 -3.8889 3.4246 -0.021 -0.322 0.403 -0.03
O -7.6646 -3.9966 3.8805 0.014 0.096 -0.188 -0.55
H -6.2674 -5.8242 2.4630 -0.008 0.058 -0.049 0.34
H -4.6639 -5.1593 2.8310 -0.016 -0.020 0.018 0.17
H -5.6824 -5.8320 4.1190 0.081 0.021 0.035 0.38
H -6.3488 -3.3127 2.5063 -0.060 0.095 -0.132 0.27
H -5.7370 -3.3236 4.1631 0.106 0.043 -0.110 0.17
H -7.6571 -4.4902 4.7049 -0.030 -0.026 0.043 0.30
C 5.4947 -3.5208 -4.3909 -0.021 0.043 0.068 -1.20
C 4.5024 -2.3829 -4.5495 0.337 0.062 0.158 0.05
O 4.4026 -1.6095 -3.3480 -0.261 -0.167 -0.104 -0.34
H 5.2006 -4.1673 -3.5634 -0.051 -0.035 -0.023 0.28
H 5.5538 -4.1200 -5.3003 0.018 0.003 -0.009 0.38
H 6.4925 -3.1373 -4.1640 0.028 0.000 -0.080 0.36
H 3.5083 -2.7690 -4.7557 -0.081 0.069 0.005 0.04
H 4.7951 -1.7288 -5.3776 -0.036 -0.051 -0.055 0.28
H 5.2700 -1.2457 -3.1508 0.023 0.063 0.047 0.23
C 5.9912 7.1189 -1.7800 -0.040 -0.096 0.029 -1.06
C 4.6136 7.0556 -2.4116 0.023 0.125 0.352 -0.30
O 3.7063 6.2912 -1.6175 0.151 -0.040 -0.136 -0.42
H 6.3908 6.1150 -1.6444 0.064 -0.011 -0.081 0.22
H 6.6823 7.6882 -2.4024 0.021 0.008 0.017 0.33
H 5.9445 7.5887 -0.7945 -0.012 0.096 -0.038 0.39
H 4.6620 6.5693 -3.3849 -0.082 -0.048 -0.008 0.28
H 4.2077 8.0638 -2.5505 0.054 0.001 -0.129 0.33
H 3.6450 6.7155 -0.7571 0.008 -0.009 0.060 0.24
C -4.7048 3.9428 5.6608 0.010 -0.027 0.055 -0.69
C -3.7560 3.9948 6.8443 0.081 -0.278 -0.214 -0.17
O -3.7219 2.7533 7.5447 -0.075 0.141 0.101 -0.54
H -5.7133 3.6930 5.9895 -0.020 0.036 0.029 0.29
H -4.7330 4.8993 5.1368 0.010 -0.009 -0.025 0.35
H -4.3920 3.1695 4.9557 0.029 0.056 -0.068 -0.01
H -4.0741 4.7507 7.5596 0.021 -0.040 0.094 0.35
H -2.7419 4.2437 6.5107 -0.037 0.149 -0.003 0.12
H -3.4266 2.0781 6.9267 0.021 -0.044 -0.017 0.31
C -4.5028 0.2338 3.9990 0.038 0.030 0.095 -0.37
C -5.3913 0.1504 2.7737 0.263 0.245 -0.089 -0.19
O -5.7966 1.4448 2.3385 -0.120 -0.083 0.021 -0.58
H -5.0226 0.7345 4.8172 -0.097 -0.063 -0.003 0.31
H -4.2011 -0.7609 4.3335 0.047 0.005 -0.007 0.27
H -3.6053 0.8170 3.7770 0.061 -0.103 -0.040 -0.13
H -6.2984 -0.4116 2.9889 -0.072 0.047 -0.047 0.31
H -4.8621 -0.3523 1.9538 -0.032 -0.144 0.081 0.11
H -4.9989 1.9431 2.1329 0.032 0.032 0.003 0.33
C 7.3798 2.1113 -3.7237 0.091 0.014 0.037 -0.94
C 6.9994 3.3815 -2.9855 0.065 0.092 -0.324 -0.06
O 8.0251 4.3705 -3.0717 -0.058 -0.100 0.189 -0.54
H 8.3061 1.7022 -3.3206 -0.003 -0.019 0.053 0.30
H 6.5953 1.3581 -3.6376 -0.035 0.014 -0.023 0.12
H 7.5480 2.3163 -4.7834 -0.082 -0.016 -0.025 0.36
H 6.8505 3.1779 -1.9269 0.024 0.076 0.047 0.28
H 6.0679 3.7928 -3.3901 -0.077 -0.088 0.100 0.19
H 8.1605 4.5725 -4.0015 0.033 0.025 -0.043 0.29

[4]
14
Properties=species:S:1:pos:R:3:forces:R:3:mulliken_charge:R:1 method="wB97M-V/def2-TZVPD" charge=+1 multiplicity=1 de_lowest_kcal_mol=23.6 lumo_ev=-3.96 total_energy_ev=-8818.9270 homo_energy_ev=-14.575
C -0.4371 0.4651 -1.0138 0.445 1.129 0.292 -0.54
C -0.2855 0.5104 0.5084 -0.030 -1.078 0.798 -0.64
C 0.5808 -0.7199 0.8615 0.604 0.371 -2.535 0.35
O -0.1064 -1.8600 0.8957 -0.102 0.114 0.619 -0.43
O 1.7699 -0.6439 0.6654 -0.439 -0.199 0.975 -0.49
N -1.0985 1.8212 -1.4539 0.639 -1.044 0.780 -0.27
H -1.0474 -0.3070 -1.4537 0.008 -0.368 0.166 0.33
H 0.6029 0.4427 -1.3437 -0.344 0.024 -0.728 0.36
H 0.3816 1.3364 0.7599 -0.388 0.240 0.116 0.46
H -1.2211 0.4972 1.0762 0.042 0.231 -0.205 0.43
H 0.5383 -2.5870 0.8748 -0.037 -0.079 0.120 0.36
H -1.2384 2.2839 -0.5560 -0.319 0.571 -0.303 0.36
H -0.5196 2.4031 -2.0563 0.112 -0.025 -0.044 0.35
H -1.9917 1.6529 -1.9060 -0.191 0.114 -0.051 0.36